C28H32N5O8P | ωB97M-V with the def2-TZVPD basis set

## Properties
SMILES string: N=P(O)(O)C1=C(COCOCCO)C(=O)OC1=O.c1ccncc1.c1ccncc1.c1ccncc1.c1ccncc1
2S+1: 1
max |F|: 3.1 eV Å⁻¹
charge: 0
Kohn-Sham gap: 0.302 hartree
LUMO: -1.20 eV
HOMO: -9.408 eV

Cartesian coordinates (Å):
N (4.7780, -1.0764, -1.4906)
P (4.1984, -1.0821, -2.9282)
O (5.0140, -2.1040, -3.8247)
O (2.6399, -1.4385, -3.0197)
C (4.5968, 0.5457, -3.5856)
C (4.1760, 1.7250, -3.1117)
C (3.0884, 2.0115, -2.1403)
O (2.1700, 2.8136, -2.8822)
C (0.8372, 2.7720, -2.4167)
O (-0.0457, 2.4578, -3.4319)
C (0.1767, 1.2150, -4.0635)
C (-0.9408, 0.2179, -3.7087)
O (-1.3995, 0.4346, -2.3779)
C (5.1214, 2.7247, -3.6683)
O (5.5250, 3.6840, -3.0981)
O (5.7518, 2.1880, -4.7824)
C (5.3771, 0.8567, -4.8079)
O (5.4016, 0.2058, -5.8057)
H (4.1183, -1.2967, -0.7562)
H (4.4551, -2.4790, -4.5221)
H (2.2857, -1.3572, -2.1314)
H (3.4384, 2.5425, -1.2596)
H (2.5997, 1.0684, -1.9209)
H (0.5555, 3.7708, -2.0911)
H (0.7372, 2.0843, -1.5706)
H (0.1195, 1.3926, -5.1356)
H (1.1501, 0.7862, -3.8407)
H (-1.7624, 0.3609, -4.4042)
H (-0.5707, -0.8019, -3.7861)
H (-1.1286, -0.3185, -1.8564)
N (10.7222, 0.2567, -7.1444)
C (9.4821, 0.0763, -6.6967)
C (8.4010, 0.8568, -7.0797)
C (8.6242, 1.8871, -7.9779)
C (9.9090, 2.0909, -8.4535)
C (10.9172, 1.2496, -8.0074)
H (9.3525, -0.7392, -5.9932)
H (7.4146, 0.6630, -6.6856)
H (7.8085, 2.5209, -8.3015)
H (10.1279, 2.8840, -9.1552)
H (11.9363, 1.3737, -8.3574)
N (-3.2568, -0.9644, -0.5588)
C (-3.8457, 0.2173, -0.3790)
C (-5.0760, 0.3691, 0.2434)
C (-5.7305, -0.7628, 0.7003)
C (-5.1320, -1.9980, 0.5196)
C (-3.8989, -2.0416, -0.1115)
H (-3.2999, 1.0739, -0.7569)
H (-5.5080, 1.3528, 0.3661)
H (-6.6926, -0.6833, 1.1903)
H (-5.6067, -2.9070, 0.8620)
H (-3.3943, -2.9884, -0.2697)
N (-5.3107, -1.5774, 4.9651)
C (-4.9479, -0.6210, 4.1131)
C (-4.2837, 0.5361, 4.4919)
C (-3.9805, 0.7128, 5.8323)
C (-4.3504, -0.2717, 6.7337)
C (-5.0090, -1.3913, 6.2480)
H (-5.2043, -0.7949, 3.0741)
H (-4.0121, 1.2774, 3.7524)
H (-3.4635, 1.6022, 6.1689)
H (-4.1366, -0.1813, 7.7908)
H (-5.3122, -2.1858, 6.9212)
N (-5.5709, -1.4971, 10.0709)
C (-6.7368, -1.3627, 9.4444)
C (-7.9044, -1.9949, 9.8430)
C (-7.8572, -2.8163, 10.9569)
C (-6.6512, -2.9690, 11.6211)
C (-5.5427, -2.2892, 11.1396)
H (-6.7260, -0.7112, 8.5773)
H (-8.8233, -1.8463, 9.2934)
H (-8.7453, -3.3296, 11.3017)
H (-6.5689, -3.6011, 12.4942)
H (-4.5808, -2.3798, 11.6319)